{
  "formula": "C27H45ClF12O10P2",
  "method": "ωB97M-V with the def2-TZVPD basis set",
  "elements": ["C", "O", "C", "C", "C", "C", "C", "C", "C", "C", "C", "C", "P", "P", "O", "Cl", "H", "H", "H", "H", "H", "H", "H", "H", "H", "H", "H", "H", "H", "H", "H", "H", "H", "H", "H", "H", "H", "H", "H", "H", "H", "C", "C", "O", "C", "O", "C", "F", "F", "F", "H", "H", "H", "H", "H", "C", "C", "O", "C", "O", "C", "F", "F", "F", "H", "H", "H", "H", "H", "C", "C", "O", "C", "O", "C", "F", "F", "F", "H", "H", "H", "H", "H", "C", "C", "O", "C", "O", "C", "F", "F", "F", "H", "H", "H", "H", "H"],
  "positions_angstrom": [[4.3099, 4.6677, 0.6692], [4.4575, 4.2803, -0.6823], [4.8193, 2.9359, -0.9179], [4.0595, 2.4005, -2.1191], [4.4131, 0.9467, -2.4341], [3.8060, -0.1218, -1.4975], [2.5222, 0.2716, -0.7655], [1.8215, -0.9445, -0.1570], [0.5499, -0.5764, 0.6370], [-0.7121, -1.3060, 0.1531], [-1.5176, -0.5941, -0.9434], [-1.7108, 0.9181, -0.7248], [-3.3378, 1.4676, -1.4087], [-3.3413, 3.4896, -0.5751], [-3.0897, 4.3738, -1.9341], [-5.4116, 3.7349, -0.3493], [4.9577, 5.5197, 0.8831], [3.2800, 4.9854, 0.8513], [4.5773, 3.8640, 1.3595], [5.8962, 2.8844, -1.1320], [4.6315, 2.3247, -0.0268], [4.3432, 3.0181, -2.9768], [2.9886, 2.5568, -1.9800], [5.5040, 0.8634, -2.3937], [4.1320, 0.7279, -3.4659], [4.5424, -0.4484, -0.7582], [3.5744, -1.0080, -2.0972], [1.8219, 0.7766, -1.4378], [2.7686, 0.9490, 0.0585], [1.5945, -1.6725, -0.9392], [2.5277, -1.4453, 0.5137], [0.6994, -0.8230, 1.6903], [0.4243, 0.5092, 0.6080], [-0.3827, -2.2583, -0.2694], [-1.3643, -1.5641, 0.9908], [-2.5079, -1.0597, -0.9864], [-1.0688, -0.7652, -1.9253], [-0.9104, 1.4672, -1.2265], [-1.6644, 1.1968, 0.3300], [-2.9818, 1.7527, -2.7434], [-3.0229, 5.3128, -1.7165], [2.8978, 7.3963, 6.0581], [3.9210, 8.2687, 5.3683], [5.1946, 7.5906, 5.2547], [5.3133, 6.7451, 4.2473], [4.4956, 6.4777, 3.4178], [6.7360, 6.1352, 4.2380], [7.1174, 5.7620, 5.4632], [7.6100, 7.0445, 3.7831], [6.7763, 5.0730, 3.4387], [3.2651, 7.0755, 7.0328], [1.9741, 7.9567, 6.2002], [2.6759, 6.5103, 5.4646], [4.1398, 9.1614, 5.9490], [3.5910, 8.5720, 4.3757], [-7.0612, 0.5800, -0.2517], [-8.3152, 0.9000, -1.0280], [-8.8511, -0.2814, -1.6764], [-9.5914, -1.0726, -0.9233], [-9.8842, -0.9296, 0.2262], [-10.1068, -2.2621, -1.7698], [-9.1354, -2.7832, -2.5283], [-11.0912, -1.8448, -2.5807], [-10.5868, -3.2201, -0.9831], [-6.3166, 0.1157, -0.8980], [-6.6378, 1.5030, 0.1432], [-7.2740, -0.0996, 0.5736], [-8.1085, 1.5865, -1.8461], [-9.0874, 1.3357, -0.3954], [-0.3786, -3.9111, -5.7000], [-0.2544, -5.1372, -4.8257], [1.0451, -5.1939, -4.1875], [1.1909, -4.4662, -3.0993], [0.3750, -3.7693, -2.5682], [2.6101, -4.6581, -2.5112], [3.5495, -4.5908, -3.4561], [2.6913, -5.8578, -1.9176], [2.8447, -3.7178, -1.6002], [0.4262, -3.8834, -6.4345], [-1.3319, -3.9324, -6.2271], [-0.3337, -2.9998, -5.1048], [-0.3091, -6.0520, -5.4104], [-1.0273, -5.1681, -4.0589], [0.0997, -5.1355, 0.6187], [-1.2684, -5.6089, 1.0481], [-1.1816, -6.5391, 2.1530], [-1.0462, -5.9980, 3.3515], [-0.9932, -4.8364, 3.6255], [-1.0065, -7.1122, 4.4252], [-0.2083, -8.1195, 4.0559], [-2.2419, -7.6014, 4.6091], [-0.5677, -6.6260, 5.5817], [0.7400, -5.9837, 0.3716], [0.0108, -4.4967, -0.2579], [0.5807, -4.5647, 1.4130], [-1.7637, -6.1681, 0.2575], [-1.9104, -4.7763, 1.3340]],
  "forces_ev_per_a": [[0.130, 0.240, -0.006], [-0.154, -0.059, -0.005], [0.047, -0.024, -0.028], [0.252, 0.179, -0.178], [0.003, 0.038, 0.211], [-0.202, -0.008, -0.162], [0.097, -0.382, 0.152], [0.103, 0.173, 0.174], [0.100, -0.217, 0.035], [0.233, -0.055, -0.253], [-0.248, 0.058, 0.224], [0.380, 0.032, -0.500], [-0.425, -0.480, 0.158], [0.041, 0.323, 0.015], [0.023, 0.036, 0.019], [0.043, 0.115, -0.052], [0.026, -0.038, -0.012], [-0.010, -0.103, 0.057], [-0.070, -0.002, 0.002], [-0.002, -0.070, 0.077], [-0.043, -0.001, -0.033], [-0.043, 0.007, 0.021], [0.017, -0.088, 0.075], [-0.018, -0.069, -0.141], [-0.077, 0.028, 0.025], [-0.021, 0.044, 0.026], [0.126, -0.024, 0.025], [0.043, 0.071, 0.013], [-0.143, 0.222, -0.161], [-0.096, 0.078, -0.052], [0.006, -0.042, -0.070], [0.028, 0.019, -0.017], [-0.114, -0.032, 0.014], [-0.117, -0.102, 0.103], [-0.044, 0.256, 0.035], [0.070, -0.099, -0.040], [0.078, 0.063, 0.033], [0.061, 0.025, 0.196], [-0.182, -0.121, 0.037], [0.099, 0.222, 0.010], [0.059, -0.033, -0.061], [0.084, -0.128, 0.000], [-0.185, 0.172, 0.032], [0.038, -0.004, -0.017], [0.100, -0.016, 0.021], [-0.062, -0.016, -0.017], [-0.063, -0.002, -0.005], [0.005, 0.000, -0.068], [-0.018, -0.056, 0.026], [0.027, 0.067, 0.045], [-0.021, 0.043, 0.019], [-0.001, 0.011, 0.002], [-0.022, 0.029, -0.028], [0.068, -0.035, 0.021], [0.037, -0.074, -0.031], [-0.046, -0.201, 0.040], [0.078, 0.237, 0.025], [-0.021, -0.006, -0.022], [-0.023, -0.053, -0.079], [0.002, 0.004, 0.049], [0.021, 0.021, 0.050], [-0.055, -0.001, 0.027], [0.041, -0.039, 0.021], [0.013, 0.047, -0.066], [0.017, 0.062, -0.024], [-0.045, -0.139, 0.014], [-0.034, 0.053, 0.026], [-0.004, -0.058, -0.043], [-0.027, -0.087, 0.021], [0.131, 0.068, 0.048], [-0.224, -0.051, -0.122], [0.030, -0.007, 0.024], [0.108, -0.048, 0.045], [-0.090, 0.058, -0.046], [-0.124, 0.046, -0.005], [-0.008, 0.015, 0.059], [0.022, 0.048, -0.022], [0.110, -0.135, -0.046], [-0.032, -0.028, -0.032], [-0.006, -0.008, -0.003], [-0.043, -0.012, 0.015], [0.082, -0.005, 0.008], [0.056, 0.047, 0.054], [0.129, -0.086, 0.160], [-0.080, 0.152, -0.244], [-0.022, -0.009, 0.040], [-0.011, -0.085, 0.024], [0.013, 0.041, 0.014], [0.024, 0.056, -0.026], [-0.036, 0.034, 0.046], [0.062, 0.001, 0.008], [-0.041, -0.053, -0.056], [-0.030, -0.001, -0.042], [-0.011, 0.005, -0.022], [-0.028, 0.037, -0.017], [0.024, -0.081, 0.048], [0.034, -0.009, 0.086]],
  "homo_energy_ev": -8.95,
  "e_tot_ev": -112915.7581,
  "smiles": "COCCCCCCCCCC[PH]#P(O)Cl.CCOC(=O)C(F)(F)F.CCOC(=O)C(F)(F)F.CCOC(=O)C(F)(F)F.CCOC(=O)C(F)(F)F",
  "largest_force_ev_per_a": 0.660,
  "molar_mass_g_mol": 855.02,
  "orbital_gap_ev": 9.32
}

=====

{
  "formula": "C27H45ClFNO12S",
  "method": "ωB97M-V with the def2-TZVPD basis set",
  "elements": ["C", "C", "C", "C", "C", "C", "C", "N", "Cl", "S", "O", "O", "F", "H", "H", "H", "H", "H", "H", "H", "H", "H", "H", "H", "H", "H", "H", "H", "O", "C", "C", "C", "C", "O", "H", "H", "H", "H", "H", "H", "O", "C", "C", "C", "C", "O", "H", "H", "H", "H", "H", "H", "O", "C", "C", "C", "C", "O", "H", "H", "H", "H", "H", "H", "O", "C", "C", "C", "C", "O", "H", "H", "H", "H", "H", "H", "O", "C", "C", "C", "C", "O", "H", "H", "H", "H", "H", "H"],
  "positions_angstrom": [[0.3606, 1.0311, -1.1168], [1.7161, 1.7323, -1.0086], [1.9284, 2.3529, 0.3724], [3.3672, 2.7756, 0.7051], [4.1807, 3.3311, -0.4655], [3.5428, 4.5820, -1.0949], [4.0885, 5.8824, -0.5306], [3.5642, 6.1078, 0.8524], [4.7362, 6.0365, 2.1013], [2.4703, 7.3162, 1.0631], [1.6609, 7.3273, -0.1003], [3.0089, 8.4892, 1.6458], [1.6270, 6.6536, 2.1966], [0.4060, 0.0119, -0.7289], [-0.3986, 1.5704, -0.5448], [0.0108, 0.9703, -2.1460], [2.5170, 1.0136, -1.2088], [1.7910, 2.4948, -1.7881], [1.2457, 3.2006, 0.4975], [1.6131, 1.6177, 1.1185], [3.3440, 3.5319, 1.4898], [3.8992, 1.9280, 1.1438], [5.1698, 3.6012, -0.0803], [4.3504, 2.5638, -1.2224], [3.6586, 4.5957, -2.1812], [2.4672, 4.5804, -0.9044], [5.1731, 5.8592, -0.4308], [3.8294, 6.7371, -1.1547], [-1.7870, -0.0065, -4.6880], [-2.7170, 0.2486, -3.9824], [-4.1740, -0.1289, -4.1670], [-4.9019, 0.8107, -3.2108], [-3.8341, 1.0415, -2.1441], [-2.5828, 0.9698, -2.8434], [-4.2742, -1.1713, -3.8641], [-4.4554, -0.0272, -5.2119], [-5.8211, 0.4012, -2.7970], [-5.1384, 1.7514, -3.7106], [-3.8430, 0.2605, -1.3810], [-3.8884, 2.0166, -1.6655], [4.0837, 2.9001, 4.0540], [2.9963, 3.1194, 4.5008], [2.5940, 3.3874, 5.9381], [1.0819, 3.1915, 5.9197], [0.7425, 3.5606, 4.4786], [1.8982, 3.1847, 3.7097], [2.8838, 4.4150, 6.1716], [3.1347, 2.7186, 6.6030], [0.5438, 3.7992, 6.6446], [0.8447, 2.1445, 6.1024], [0.5855, 4.6343, 4.3477], [-0.1116, 3.0241, 4.0729], [0.7127, -0.0348, 6.9515], [0.3231, -0.0260, 8.0816], [0.6020, -1.0248, 9.1872], [-0.4708, -0.7059, 10.2226], [-0.7155, 0.7780, 9.9653], [-0.4718, 0.9633, 8.5597], [1.6106, -0.8312, 9.5593], [0.5746, -2.0355, 8.7896], [-0.1756, -0.9078, 11.2497], [-1.3770, -1.2734, 10.0080], [-0.0180, 1.4110, 10.5185], [-1.7315, 1.1053, 10.1698], [-2.8553, -2.6259, -2.5068], [-3.1314, -3.7196, -2.9061], [-2.6586, -4.4157, -4.1647], [-3.6600, -5.5547, -4.3255], [-4.0655, -5.8144, -2.8791], [-3.9705, -4.5391, -2.2216], [-1.6422, -4.7763, -3.9950], [-2.6173, -3.7102, -4.9904], [-3.2484, -6.4340, -4.8136], [-4.5244, -5.2125, -4.8977], [-3.3807, -6.5053, -2.3817], [-5.0841, -6.1748, -2.7555], [-0.1667, -5.2981, -6.3459], [-0.3952, -6.3904, -6.7678], [0.1396, -7.0666, -8.0145], [-0.8181, -8.2359, -8.2169], [-1.2690, -8.5191, -6.7864], [-1.2342, -7.2448, -6.1218], [1.1587, -7.3955, -7.7996], [0.1780, -6.3544, -8.8342], [-0.3693, -9.1049, -8.6925], [-1.6714, -7.9190, -8.8177], [-0.5871, -9.1952, -6.2661], [-2.2819, -8.9069, -6.7091]],
  "forces_ev_per_a": [[0.044, 0.028, -0.078], [-0.025, -0.091, 0.089], [0.050, -0.080, 0.005], [0.017, -0.010, -0.006], [-0.060, 0.175, 0.109], [-0.046, -0.032, 0.075], [-0.020, -0.019, 0.065], [0.100, 0.280, 0.043], [-0.070, -0.065, -0.011], [0.103, -0.290, -0.030], [-0.006, 0.094, 0.020], [-0.022, 0.045, -0.074], [-0.045, -0.030, 0.055], [-0.006, 0.038, 0.092], [-0.020, 0.017, -0.043], [0.005, -0.042, -0.003], [-0.008, -0.005, -0.035], [0.044, 0.046, 0.029], [-0.007, 0.002, -0.078], [-0.009, 0.071, 0.065], [-0.051, -0.099, 0.076], [0.048, -0.011, -0.092], [0.049, -0.070, -0.086], [-0.111, 0.004, -0.026], [0.135, 0.016, 0.021], [-0.022, 0.005, -0.140], [-0.001, -0.004, -0.080], [-0.076, -0.014, 0.044], [-0.029, 0.032, -0.048], [0.040, -0.074, 0.000], [-0.045, 0.102, 0.018], [0.037, 0.002, -0.015], [-0.009, -0.026, 0.021], [0.007, 0.018, -0.003], [0.008, -0.008, -0.020], [0.006, -0.041, -0.006], [0.012, -0.024, 0.010], [-0.009, 0.001, 0.009], [-0.014, -0.008, -0.010], [0.001, 0.000, -0.002], [0.054, -0.033, 0.103], [-0.042, 0.079, -0.090], [-0.021, -0.043, -0.011], [0.046, -0.034, -0.024], [-0.020, 0.031, 0.006], [0.013, 0.002, -0.011], [0.003, 0.001, 0.009], [0.013, 0.019, 0.008], [0.009, 0.030, -0.016], [-0.038, 0.024, 0.000], [-0.006, -0.001, 0.011], [0.009, -0.015, 0.004], [0.005, -0.054, 0.024], [0.009, 0.034, 0.005], [-0.057, -0.003, -0.010], [-0.017, -0.014, -0.039], [0.013, 0.008, 0.005], [0.011, 0.016, 0.000], [0.003, -0.007, 0.005], [0.030, -0.001, 0.003], [0.022, 0.013, -0.001], [-0.003, 0.000, 0.018], [-0.003, -0.007, 0.011], [-0.004, -0.010, -0.004], [-0.093, 0.050, 0.033], [0.076, -0.046, 0.001], [-0.068, 0.020, 0.035], [-0.028, 0.079, -0.039], [0.032, -0.030, 0.006], [-0.006, 0.013, 0.007], [0.007, -0.004, -0.026], [0.041, -0.001, 0.000], [0.042, 0.003, 0.019], [-0.011, -0.023, 0.006], [-0.001, -0.006, -0.011], [-0.004, 0.013, -0.006], [0.005, 0.008, -0.036], [-0.006, -0.009, 0.057], [-0.047, 0.004, 0.001], [-0.021, 0.042, -0.001], [0.032, 0.004, -0.025], [-0.033, -0.062, 0.032], [0.004, -0.001, -0.009], [0.031, 0.000, 0.002], [0.022, 0.000, 0.016], [0.000, -0.018, -0.007], [0.001, -0.007, -0.012], [-0.001, 0.006, -0.004]],
  "homo_energy_ev": -9.58,
  "e_tot_ev": -80864.2344,
  "smiles": "CCCCCCCN(Cl)S(=O)(=O)F.O=C1CCCO1.O=C1CCCO1.O=C1CCCO1.O=C1CCCO1.O=C1CCCO1",
  "largest_force_ev_per_a": 0.309,
  "molar_mass_g_mol": 662.17,
  "orbital_gap_ev": 10.16
}

=====

What is the formula in the first record?
C27H45ClF12O10P2